Entry 1:
# CH3NOS

The molecule CH3NOS in a non-equilibrium geometry (wB97M-V/def2-TZVPD, the OMol25 dataset).

XYZ file:
```
7
CH3NOS | the OMol25 dataset | wB97M-V/def2-TZVPD
C 0.58 -1.09 0.24
N 0.27 -0.12 -0.89
O -0.34 1.52 1.03
S -0.16 1.50 -0.41
H 0.48 -2.02 -0.20
H 0.61 -0.84 1.33
H -1.44 1.05 -1.11
```

total energy = -567.941085 Eh
highest occupied orbital energy = -9.57 eV
energy relative to the best compared isomer or geometry (same formula, charge and spin) = 419.2 kJ/mol

natural (NBO) population analysis, charges in e, atoms 1 to 4: -0.08 -0.65 -0.95 1.24

=====

Entry 2:
# CH3NOS

The molecule CH3NOS in a non-equilibrium geometry (wB97M-V/def2-TZVPD, the OMol25 dataset).

XYZ file:
```
7
CH3NOS | the OMol25 dataset | wB97M-V/def2-TZVPD
C -1.06 0.05 0.35
N -0.26 -0.86 0.06
O 1.51 1.05 0.00
S 1.42 -0.40 -0.02
H -2.22 -0.19 0.51
H -0.78 1.09 0.50
H 1.39 -0.74 -1.41
```

total energy = -568.009489 Eh
highest occupied orbital energy = -9.88 eV
energy relative to the best compared isomer or geometry (same formula, charge and spin) = 239.6 kJ/mol

natural (NBO) population analysis, charges in e, atoms 1 to 4: -0.04 -0.62 -0.96 1.24

=====

Entry 3:
# CH3NOS2

The molecule CH3NOS2 in a non-equilibrium geometry (wB97M-V/def2-TZVPD, the OMol25 dataset).

XYZ file:
```
8
CH3NOS2 | the OMol25 dataset | wB97M-V/def2-TZVPD
C 0.82 -0.52 -0.19
N -0.56 -0.82 0.12
O -1.66 1.79 0.64
S 0.77 1.16 -0.93
S -1.33 0.98 -0.50
H 1.49 -0.51 0.67
H 1.21 -1.21 -0.94
H -0.73 -0.86 1.12
```

total energy = -966.200755 Eh
highest occupied orbital energy = -9.67 eV
energy relative to the best compared isomer or geometry (same formula, charge and spin) = 126.1 kJ/mol

natural (NBO) population analysis, charges in e, atoms 1 to 4: -0.34 -0.75 -0.88 -0.04

=====

Entry 4:
# CH3NOS2

The molecule CH3NOS2 in a non-equilibrium geometry (wB97M-V/def2-TZVPD, the OMol25 dataset).

XYZ file:
```
8
CH3NOS2 | the OMol25 dataset | wB97M-V/def2-TZVPD
C 0.14 -0.74 -0.41
N -0.75 0.36 -0.52
O -1.08 0.85 0.75
S 1.20 -0.63 1.19
S 0.40 1.31 1.65
H -0.22 -1.77 -0.31
H 0.76 -0.48 -1.32
H -0.45 1.10 -1.04
```

total energy = -966.165765 Eh
SMILES = C1NOSS1
highest occupied orbital energy = -8.66 eV
energy relative to the best compared isomer or geometry (same formula, charge and spin) = 218.0 kJ/mol

natural (NBO) population analysis, charges in e, atoms 1 to 4: -0.33 -0.29 -0.48 -0.01